# 1
{"formula": "C27H32AsClOPS4Si2Y", "method": "the ωB97M-V functional and the def2-TZVPD basis", "symbols": ["Y", "Cl", "C", "C", "C", "C", "C", "C", "P", "C", "C", "C", "C", "C", "C", "C", "C", "C", "C", "C", "C", "H", "H", "H", "H", "H", "H", "H", "H", "H", "H", "H", "H", "H", "H", "O", "C", "S", "C", "C", "S", "S", "S", "C", "Si", "C", "C", "As", "Si", "C", "C", "C", "H", "H", "H", "H", "H", "H", "H", "H", "H", "H", "H", "H", "H", "H", "H", "H", "H", "H"], "xyz": [[0.234, 0.883, -0.280], [-1.487, -0.492, 1.785], [-1.356, 0.409, 3.289], [-2.466, 0.451, 4.109], [-2.364, 1.121, 5.320], [-1.171, 1.725, 5.687], [-0.074, 1.672, 4.842], [-0.147, 1.009, 3.619], [1.238, 0.969, 2.440], [2.218, 2.424, 2.891], [1.749, 3.661, 2.447], [2.437, 4.819, 2.766], [3.603, 4.748, 3.517], [4.075, 3.520, 3.956], [3.383, 2.356, 3.647], [2.217, -0.480, 2.899], [1.784, -1.419, 3.829], [2.551, -2.549, 4.080], [3.751, -2.738, 3.412], [4.190, -1.800, 2.486], [3.421, -0.679, 2.221], [-3.388, -0.024, 3.805], [-3.225, 1.170, 5.973], [-1.096, 2.246, 6.632], [0.849, 2.163, 5.124], [0.836, 3.718, 1.862], [2.069, 5.776, 2.420], [4.148, 5.652, 3.757], [4.985, 3.463, 4.538], [3.758, 1.399, 3.990], [0.850, -1.277, 4.359], [2.207, -3.281, 4.799], [4.346, -3.621, 3.606], [5.124, -1.949, 1.961], [3.759, 0.043, 1.486], [5.434, -3.413, -0.493], [4.504, -2.681, -0.706], [2.814, -3.195, -0.725], [2.105, -1.618, -1.017], [2.961, -0.583, -1.148], [2.572, 1.122, -1.384], [4.673, -0.947, -1.038], [0.344, -1.603, -1.123], [-0.683, 3.354, -3.395], [-0.705, 4.271, -1.750], [-1.596, 5.912, -1.915], [1.087, 4.651, -1.309], [-1.580, 3.085, 0.074], [-3.310, 1.905, -0.954], [-4.493, 1.294, 0.374], [-4.303, 2.971, -2.137], [-2.630, 0.397, -1.874], [-0.267, 4.001, -4.172], [-1.672, 3.034, -3.723], [-0.045, 2.466, -3.344], [-1.130, 6.536, -2.683], [-1.561, 6.448, -0.965], [-2.647, 5.775, -2.178], [1.514, 5.387, -1.996], [1.729, 3.767, -1.352], [1.158, 5.060, -0.298], [-4.634, 2.062, 1.136], [-4.121, 0.394, 0.867], [-5.470, 1.059, -0.057], [-4.728, 3.813, -1.586], [-5.129, 2.399, -2.569], [-3.711, 3.377, -2.957], [-2.123, -0.311, -1.202], [-1.930, 0.679, -2.666], [-3.423, -0.194, -2.340]], "nbo_charge": [1.30, 0.09, 0.01, -0.23, -0.17, -0.22, -0.11, -0.39, 0.82, -0.35, -0.21, -0.14, -0.21, -0.20, -0.20, -0.28, -0.21, -0.21, -0.19, -0.20, -0.23, 0.24, 0.23, 0.23, 0.22, 0.24, 0.21, 0.22, 0.22, 0.23, 0.22, 0.22, 0.22, 0.23, 0.24, -0.57, 0.19, 0.35, -0.38, -0.40, -0.33, 0.33, -0.33, -1.12, 1.42, -1.12, -1.11, -0.89, 1.43, -1.12, -1.12, -1.12, 0.24, 0.23, 0.24, 0.23, 0.24, 0.24, 0.24, 0.24, 0.23, 0.24, 0.23, 0.24, 0.24, 0.24, 0.23, 0.22, 0.24, 0.26], "e_homo_ha": -0.2712, "e_tot_ev": -173360.6530, "homo_lumo_gap_ev": 7.2}



# 2
{"formula": "C27H32AsN4PSZr", "method": "the ωB97M-V functional and the def2-TZVPD basis", "symbols": ["Zr", "S", "C", "C", "C", "C", "C", "C", "As", "C", "C", "C", "C", "C", "C", "C", "C", "C", "C", "C", "C", "H", "H", "H", "H", "H", "H", "H", "H", "H", "H", "H", "H", "H", "H", "C", "N", "C", "N", "C", "N", "C", "P", "C", "C", "H", "H", "H", "H", "H", "H", "H", "H", "H", "H", "H", "H", "H", "C", "C", "C", "N", "H", "H", "H", "H", "H"], "xyz": [[-1.003, 0.306, -0.378], [-0.489, -0.190, -2.577], [-0.269, 1.601, -2.525], [-1.047, 2.334, -3.445], [-0.763, 3.663, -3.683], [0.270, 4.295, -2.988], [0.988, 3.606, -2.019], [0.745, 2.255, -1.785], [1.524, 1.413, -0.207], [3.117, 2.323, 0.353], [3.079, 3.271, 1.372], [4.257, 3.913, 1.720], [5.440, 3.612, 1.055], [5.461, 2.665, 0.037], [4.297, 2.003, -0.319], [0.040, 2.005, 0.988], [-0.943, 2.945, 0.634], [-2.025, 3.188, 1.489], [-2.141, 2.491, 2.684], [-1.186, 1.532, 3.037], [-0.114, 1.278, 2.190], [-1.817, 1.830, -4.015], [-1.329, 4.209, -4.427], [0.504, 5.331, -3.195], [1.756, 4.116, -1.448], [2.158, 3.516, 1.886], [4.250, 4.654, 2.508], [6.353, 4.121, 1.332], [6.385, 2.440, -0.479], [4.318, 1.266, -1.114], [-0.850, 3.515, -0.284], [-2.757, 3.941, 1.223], [-2.966, 2.697, 3.354], [-1.273, 1.004, 3.978], [0.638, 0.548, 2.480], [2.132, -4.461, 0.702], [1.967, -4.002, -0.766], [0.927, -4.933, -1.440], [-0.285, -4.920, -0.701], [-0.072, -5.357, 0.679], [0.871, -4.461, 1.352], [0.330, -3.143, 1.625], [-0.083, -2.306, 0.010], [1.552, -2.564, -0.845], [-1.038, -3.683, -0.806], [2.841, -3.784, 1.178], [2.549, -5.467, 0.663], [2.865, -4.118, -1.246], [1.370, -5.929, -1.444], [0.792, -4.584, -2.463], [0.335, -6.368, 0.676], [-1.019, -5.374, 1.216], [1.052, -2.550, 2.190], [-0.572, -3.238, 2.232], [2.322, -1.954, -0.370], [1.482, -2.278, -1.895], [-1.233, -3.446, -1.854], [-2.002, -3.801, -0.305], [-6.379, -0.332, 1.256], [-5.818, 0.060, -0.122], [-4.377, 0.067, -0.166], [-3.220, 0.070, -0.209], [-7.465, -0.289, 1.196], [-6.057, 0.363, 2.029], [-6.095, -1.345, 1.530], [-6.137, 1.063, -0.428], [-6.142, -0.631, -0.909]], "nbo_charge": [1.60, 0.00, -0.37, -0.15, -0.15, -0.09, -0.24, -0.23, 0.95, -0.24, -0.25, -0.17, -0.13, -0.17, -0.25, -0.40, -0.28, -0.14, -0.13, -0.13, -0.28, 0.26, 0.28, 0.27, 0.26, 0.22, 0.26, 0.26, 0.26, 0.23, 0.27, 0.27, 0.27, 0.27, 0.26, -0.06, -0.39, -0.06, -0.41, -0.08, -0.41, -0.48, 0.73, -0.51, -0.49, 0.24, 0.26, 0.46, 0.26, 0.24, 0.25, 0.24, 0.26, 0.27, 0.26, 0.27, 0.26, 0.27, -0.59, -0.56, 0.71, -0.68, 0.28, 0.23, 0.23, 0.31, 0.31], "e_homo_ha": -0.7004, "e_tot_ev": -116682.4547, "total_charge": 4, "homo_lumo_gap_ev": 5.8}



# 3
{"formula": "C27H32BF7MgSbSeSi", "method": "the ωB97M-V functional and the def2-TZVPD basis", "symbols": ["Mg", "F", "C", "C", "F", "C", "F", "C", "Se", "C", "F", "C", "F", "F", "B", "F", "C", "C", "C", "Sb", "C", "C", "C", "C", "C", "C", "H", "H", "H", "H", "H", "H", "H", "H", "H", "H", "H", "H", "H", "H", "H", "H", "H", "H", "H", "H", "H", "C", "C", "C", "C", "C", "C", "Si", "C", "C", "C", "C", "C", "C", "H", "H", "H", "H", "H", "H", "H", "H", "H", "H", "H"], "xyz": [[-0.061, 0.176, 0.148], [-1.179, -1.380, 8.138], [-0.776, -0.931, 6.941], [-1.561, -1.124, 5.816], [-2.733, -1.765, 5.931], [-1.132, -0.654, 4.589], [-1.932, -0.868, 3.539], [0.076, 0.019, 4.421], [0.645, 0.703, 2.752], [0.838, 0.194, 5.572], [2.015, 0.830, 5.515], [0.431, -0.267, 6.811], [1.200, -0.074, 7.894], [2.908, 0.727, -0.914], [2.096, -0.316, -0.593], [2.767, -1.482, -0.689], [-2.336, 3.693, 1.622], [-1.623, 4.278, 0.404], [-1.501, 5.790, 0.536], [0.238, 3.187, 0.151], [0.953, 3.806, -1.812], [0.379, 2.896, -2.891], [0.739, 5.268, -2.176], [1.603, 4.434, 1.287], [3.030, 3.936, 1.093], [1.268, 4.511, 2.772], [-3.358, 4.080, 1.685], [-1.819, 3.961, 2.547], [-2.391, 2.603, 1.594], [-2.205, 4.031, -0.490], [-0.894, 6.067, 1.401], [-2.492, 6.231, 0.686], [-1.060, 6.261, -0.342], [2.026, 3.610, -1.736], [-0.698, 3.043, -2.997], [0.557, 1.840, -2.671], [0.837, 3.110, -3.863], [-0.324, 5.483, -2.314], [1.241, 5.507, -3.120], [1.124, 5.953, -1.418], [1.490, 5.430, 0.843], [3.139, 2.924, 1.490], [3.730, 4.580, 1.635], [3.338, 3.920, 0.046], [1.311, 3.522, 3.232], [0.273, 4.922, 2.956], [1.992, 5.157, 3.279], [-4.364, -3.963, -2.005], [-4.892, -3.539, -0.795], [-4.401, -2.394, -0.184], [-3.370, -1.645, -0.753], [-2.844, -2.102, -1.963], [-3.335, -3.237, -2.590], [-2.682, -0.074, 0.078], [-3.487, 1.350, -0.911], [-2.996, 1.707, -2.167], [-3.551, 2.743, -2.906], [-4.616, 3.468, -2.389], [-5.123, 3.135, -1.142], [-4.569, 2.086, -0.421], [-4.743, -4.857, -2.485], [-5.692, -4.101, -0.326], [-4.830, -2.074, 0.759], [-2.025, -1.561, -2.429], [-2.907, -3.563, -3.531], [-3.432, -0.023, 1.374], [-2.149, 1.167, -2.583], [-3.144, 2.991, -3.880], [-5.047, 4.286, -2.955], [-5.955, 3.694, -0.728], [-4.977, 1.841, 0.553]], "lowdin_charge": [0.21, 0.10, -0.15, -0.15, 0.10, -0.26, 0.05, -0.52, 0.61, -0.27, 0.06, -0.15, 0.10, 0.05, -0.65, 0.08, -0.16, -0.55, -0.14, 1.48, -0.56, -0.16, -0.15, -0.56, -0.15, -0.16, 0.08, 0.07, 0.04, 0.07, 0.06, 0.08, 0.05, 0.07, 0.05, 0.05, 0.08, 0.07, 0.07, 0.06, 0.07, 0.07, 0.07, 0.06, 0.02, 0.05, 0.07, -0.12, -0.11, -0.12, -0.35, -0.13, -0.11, 0.62, -0.36, -0.14, -0.11, -0.11, -0.10, -0.13, 0.09, 0.09, 0.09, 0.09, 0.09, -0.04, 0.08, 0.10, 0.09, 0.10, 0.09], "e_homo_ha": -0.1659, "e_tot_ev": -133427.5291, "total_charge": -1, "homo_lumo_gap_ev": 7.1}